# 1
120
Properties=species:S:1:pos:R:3 method="wB97M-V/def2-TZVPD" smiles=COCCNCCOC.COCCNCCOC.COCCNCCOC.COCCNCCOC.COCCNCCOC charge=0 multiplicity=1 homo_energy_ha=-0.3082
C 1.529 -15.292 11.296
O 0.313 -14.576 11.317
C 0.173 -13.705 12.388
C -0.301 -14.373 13.700
N -0.727 -13.449 14.714
C 0.227 -12.825 15.600
C -0.349 -12.591 16.972
O -0.676 -13.802 17.617
C -1.317 -13.809 18.866
H 1.699 -15.815 12.241
H 2.344 -14.560 11.191
H 1.632 -15.951 10.439
H -0.610 -12.987 12.128
H 1.039 -13.054 12.591
H 0.372 -15.145 14.086
H -1.179 -14.952 13.390
H -1.699 -13.213 14.654
H 0.656 -11.877 15.247
H 1.065 -13.529 15.593
H -1.179 -11.876 16.966
H 0.427 -12.107 17.585
H -0.608 -13.634 19.678
H -1.793 -14.784 18.946
H -2.103 -13.054 18.978
C 0.471 -17.686 15.426
O -0.765 -17.973 15.990
C -1.649 -16.888 16.151
C -2.957 -17.191 16.876
N -3.919 -17.933 16.073
C -3.428 -19.255 15.709
C -4.481 -20.087 15.009
O -5.429 -20.528 15.950
C -6.505 -21.315 15.422
H 1.127 -18.540 15.618
H 1.043 -16.841 15.833
H 0.513 -17.567 14.335
H -1.977 -16.390 15.227
H -1.122 -16.082 16.672
H -3.429 -16.226 17.067
H -2.758 -17.727 17.815
H -4.876 -17.962 16.386
H -3.220 -19.778 16.657
H -2.563 -19.188 15.052
H -3.937 -20.950 14.594
H -4.886 -19.565 14.132
H -6.453 -22.319 15.853
H -6.607 -21.300 14.342
H -7.336 -20.888 15.992
C -8.434 -16.386 8.855
O -7.695 -15.857 9.909
C -6.699 -16.623 10.507
C -5.972 -15.771 11.528
N -4.909 -16.518 12.179
C -4.006 -15.718 13.024
C -4.730 -14.989 14.151
O -5.422 -13.828 13.768
C -4.653 -12.647 13.853
H -7.959 -16.264 7.877
H -9.397 -15.874 8.824
H -8.696 -17.442 9.001
H -5.966 -16.952 9.747
H -7.039 -17.607 10.870
H -6.723 -15.451 12.266
H -5.576 -14.850 11.105
H -5.235 -17.262 12.783
H -3.401 -15.024 12.438
H -3.335 -16.453 13.473
H -4.033 -14.862 15.000
H -5.465 -15.603 14.685
H -5.278 -11.757 13.781
H -3.999 -12.542 12.976
H -4.060 -12.663 14.770
C 5.728 -17.084 20.304
O 4.559 -16.733 20.993
C 4.307 -17.466 22.154
C 2.850 -17.913 22.348
N 2.417 -19.163 21.737
C 2.332 -19.019 20.289
C 1.577 -20.164 19.681
O 0.170 -20.158 19.909
C -0.485 -19.102 19.239
H 5.909 -18.159 20.249
H 6.596 -16.633 20.819
H 5.795 -16.587 19.337
H 4.483 -16.827 23.028
H 4.964 -18.329 22.309
H 2.198 -17.045 22.182
H 2.771 -18.095 23.425
H 1.556 -19.548 22.101
H 3.336 -19.079 19.857
H 1.836 -18.089 19.978
H 1.953 -21.107 20.087
H 1.716 -20.274 18.599
H -1.550 -19.327 19.152
H -0.083 -19.007 18.227
H -0.443 -18.186 19.842
C -14.717 -18.083 16.023
O -14.394 -16.894 15.304
C -12.990 -16.718 15.213
C -12.648 -16.008 13.909
N -11.245 -16.105 13.484
C -10.983 -17.334 12.759
C -9.537 -17.812 12.899
O -9.212 -17.854 14.267
C -7.847 -18.046 14.562
H -15.769 -18.067 16.309
H -14.109 -18.092 16.931
H -14.591 -18.959 15.380
H -12.407 -17.644 15.302
H -12.679 -16.118 16.079
H -12.852 -14.941 14.046
H -13.348 -16.280 13.118
H -10.714 -16.154 14.354
H -11.154 -17.121 11.698
H -11.636 -18.157 13.086
H -8.915 -17.088 12.356
H -9.447 -18.746 12.335
H -7.347 -18.719 13.857
H -7.901 -18.445 15.578
H -7.270 -17.110 14.576



# 2
17
Properties=species:S:1:pos:R:3 method="wB97M-V/def2-TZVPD" smiles="C[C@H](O)[C@](C)(I)[N+](=O)[O-]" charge=0 multiplicity=1 homo_energy_ha=-0.3476
C 0.022 0.108 1.884
C -0.793 -0.203 0.612
O -1.253 -1.591 0.706
C 0.007 -0.016 -0.726
C -0.261 1.277 -1.513
I -0.639 -1.585 -2.109
N 1.477 -0.408 -0.506
O 2.277 0.342 -0.870
O 1.624 -1.429 0.124
H 0.739 0.970 1.741
H -0.724 0.311 2.637
H 0.615 -0.845 2.193
H -1.755 0.314 0.436
H -0.374 -2.071 0.607
H 0.545 1.318 -2.182
H -1.189 1.194 -2.021
H -0.318 2.313 -1.012



# 3
175
Properties=species:S:1:pos:R:3 method="wB97M-V/def2-TZVPD" charge=0 multiplicity=1 homo_energy_ha=-0.3847
C -3.214 -3.486 -9.061
C -2.694 -2.310 -8.336
O -1.596 -2.709 -7.423
C -1.996 -3.339 -6.344
O -3.070 -3.808 -6.139
C -0.739 -3.502 -5.401
F 0.123 -4.424 -5.898
F -0.066 -2.347 -5.249
F -1.203 -3.893 -4.211
H -2.419 -3.980 -9.580
H -4.028 -3.219 -9.769
H -3.631 -4.107 -8.320
H -3.522 -1.863 -7.753
H -2.240 -1.582 -9.027
C -1.465 4.136 0.659
C -2.449 3.016 0.893
O -3.581 3.061 -0.128
C -4.820 2.835 0.222
O -5.255 2.716 1.375
C -5.722 2.852 -1.045
F -6.699 3.772 -1.080
F -5.002 2.926 -2.198
F -6.272 1.658 -1.065
H -1.807 5.132 0.934
H -1.024 4.128 -0.309
H -0.743 3.946 1.437
H -2.904 3.082 1.877
H -2.020 1.999 0.783
C 3.275 -1.492 5.222
C 2.027 -1.810 6.006
O 2.340 -1.793 7.455
C 2.867 -2.831 8.034
O 3.125 -3.933 7.575
C 2.923 -2.536 9.502
F 3.346 -3.521 10.352
F 3.772 -1.511 9.657
F 1.722 -2.259 10.067
H 3.583 -0.465 5.429
H 3.090 -1.684 4.195
H 4.017 -2.160 5.563
H 1.665 -2.804 5.669
H 1.318 -1.005 5.897
C 0.084 0.584 2.034
C -0.167 -0.515 1.033
O -1.013 0.110 -0.013
C -1.154 -0.602 -1.131
O -0.699 -1.719 -1.313
C -2.055 0.167 -2.164
F -1.872 -0.360 -3.381
F -3.357 -0.034 -1.886
F -1.775 1.475 -2.220
H 0.707 0.188 2.792
H -0.754 1.061 2.572
H 0.669 1.392 1.591
H -0.621 -1.396 1.429
H 0.778 -0.887 0.597
C -4.235 5.388 5.135
O -3.304 4.596 4.430
P -2.725 3.240 5.074
O -1.827 2.579 4.102
O -3.924 2.379 5.631
C -4.574 1.475 4.775
O -2.066 3.544 6.473
C -0.868 4.353 6.426
H -5.168 4.836 5.305
H -4.448 6.256 4.483
H -3.704 5.672 6.047
H -3.883 0.643 4.661
H -4.833 1.873 3.812
H -5.523 1.184 5.267
H -1.209 5.364 6.594
H -0.368 4.106 5.498
H -0.210 3.967 7.213
C -3.347 -3.545 -1.311
O -2.797 -3.876 -0.076
P -3.386 -3.154 1.210
O -4.746 -3.584 1.616
O -3.298 -1.603 0.720
C -3.992 -0.522 1.461
O -2.290 -3.314 2.291
C -2.388 -4.392 3.189
H -3.498 -2.469 -1.346
H -4.284 -4.090 -1.418
H -2.621 -3.923 -2.014
H -3.313 -0.302 2.308
H -4.948 -0.855 1.853
H -3.988 0.290 0.721
H -1.610 -4.322 3.918
H -2.408 -5.320 2.652
H -3.375 -4.303 3.683
C -4.120 0.932 -9.786
O -3.325 1.276 -8.625
P -1.769 1.265 -8.765
O -1.170 0.106 -9.461
O -1.336 1.572 -7.294
C -1.260 0.515 -6.351
O -1.391 2.627 -9.512
C -1.711 3.905 -9.023
H -4.340 1.816 -10.359
H -4.989 0.382 -9.398
H -3.545 0.251 -10.482
H -0.694 0.911 -5.509
H -0.903 -0.375 -6.833
H -2.227 0.204 -6.038
H -2.776 3.913 -8.681
H -1.561 4.650 -9.796
H -1.078 4.107 -8.148
C 5.541 1.446 -1.127
O 5.053 2.245 -0.030
P 3.525 2.162 0.359
O 3.145 2.835 1.588
O 2.838 2.592 -0.997
C 1.422 2.555 -1.097
O 3.219 0.626 0.482
C 3.529 0.044 1.730
H 6.599 1.618 -1.228
H 4.964 1.878 -1.939
H 5.377 0.375 -0.977
H 0.985 2.911 -0.147
H 1.163 1.527 -1.201
H 1.079 3.162 -1.924
H 2.699 -0.565 2.136
H 3.756 0.823 2.454
H 4.391 -0.611 1.560
C 3.590 2.040 -5.192
O 3.619 0.810 -4.575
P 2.291 -0.009 -4.442
O 1.258 0.612 -3.609
O 3.006 -1.235 -3.720
C 2.399 -1.981 -2.671
O 1.923 -0.435 -5.846
C 2.788 -1.024 -6.745
H 4.611 2.404 -5.190
H 2.951 2.827 -4.659
H 3.264 1.896 -6.200
H 2.695 -1.526 -1.720
H 2.711 -3.064 -2.724
H 1.322 -1.988 -2.810
H 3.453 -1.703 -6.152
H 3.476 -0.282 -7.205
H 2.122 -1.524 -7.443
C 3.627 -4.750 3.765
O 3.340 -4.956 2.376
P 2.519 -3.904 1.520
O 1.816 -2.801 2.221
O 3.546 -3.319 0.473
C 4.338 -4.158 -0.320
O 1.533 -4.831 0.741
C 0.824 -4.106 -0.196
H 4.659 -4.941 4.011
H 2.924 -5.385 4.271
H 3.401 -3.714 4.043
H 5.148 -4.600 0.238
H 4.713 -3.466 -1.071
H 3.651 -4.868 -0.814
H 1.509 -3.566 -0.781
H 0.093 -3.330 0.117
H 0.299 -4.851 -0.828
C 4.908 2.775 4.487
O 4.132 1.985 5.404
P 2.927 2.574 6.189
O 3.212 3.306 7.404
O 2.094 1.211 6.505
C 1.370 1.250 7.734
O 2.091 3.324 5.163
C 1.471 2.725 4.032
H 4.297 3.206 3.738
H 5.544 2.098 3.898
H 5.420 3.645 4.938
H 0.302 1.264 7.444
H 1.630 2.092 8.381
H 1.528 0.339 8.305
H 2.017 1.825 3.740
H 1.507 3.460 3.209
H 0.420 2.446 4.196



# 4
122
Properties=species:S:1:pos:R:3 method="wB97M-V/def2-TZVPD" charge=+1 multiplicity=1 homo_energy_ha=-0.3437
C 2.310 -0.538 4.025
C 3.854 -0.687 3.478
C 4.266 0.467 2.345
C 4.194 -0.170 0.817
C 2.622 -0.715 0.643
C 2.217 -0.989 -0.920
C 0.690 -1.531 -1.164
C -0.443 -0.904 -0.158
C -1.143 -2.023 0.850
C -2.745 -1.669 0.918
C -3.101 -0.183 1.512
C -3.182 -0.100 3.148
C -1.723 0.381 3.721
S -1.617 2.276 3.505
C 0.142 2.708 2.910
Cl 1.155 3.326 4.380
C 0.146 3.942 1.819
C 0.382 3.434 0.255
Cl 1.577 5.094 2.250
H 2.148 -1.216 4.986
H 1.523 -0.868 3.208
H 2.062 0.580 4.304
H 4.570 -0.488 4.399
H 4.051 -1.770 3.037
H 3.381 1.264 2.397
H 5.309 0.920 2.622
H 4.311 0.751 0.066
H 4.991 -1.006 0.631
H 2.513 -1.739 1.244
H 1.963 0.122 1.177
H 2.941 -1.858 -1.303
H 2.509 -0.043 -1.568
H 0.393 -1.202 -2.271
H 0.623 -2.701 -1.109
H -0.097 0.017 0.474
H -1.329 -0.511 -0.855
H -0.713 -2.009 1.938
H -0.973 -3.124 0.432
H -3.285 -2.470 1.604
H -3.178 -1.709 -0.188
H -4.165 0.113 1.069
H -2.348 0.666 1.166
H -3.497 -1.166 3.533
H -3.999 0.684 3.481
H -0.810 -0.163 3.183
H -1.638 0.074 4.870
H -2.563 2.706 2.544
H 0.681 1.750 2.473
H -0.837 4.606 1.920
H 1.504 3.622 -0.047
H 0.142 2.276 0.144
H -0.302 4.108 -0.446
N -6.250 -1.769 4.700
C -5.911 -2.903 4.009
C -5.912 -3.957 4.895
C -6.270 -3.442 6.163
C -6.475 -2.089 6.014
H -6.322 -0.841 4.303
H -5.698 -2.862 2.949
H -5.682 -4.987 4.653
H -6.367 -3.998 7.087
H -6.760 -1.328 6.728
N 4.110 -6.502 -1.138
C 4.867 -5.706 -1.957
C 5.048 -4.496 -1.325
C 4.381 -4.567 -0.078
C 3.814 -5.818 0.012
H 3.817 -7.448 -1.349
H 5.210 -6.066 -2.917
H 5.601 -3.653 -1.719
H 4.323 -3.790 0.673
H 3.225 -6.279 0.794
N 7.316 -7.034 -5.469
C 6.697 -8.217 -5.161
C 6.252 -8.784 -6.334
C 6.621 -7.915 -7.388
C 7.280 -6.844 -6.826
H 7.735 -6.401 -4.801
H 6.624 -8.553 -4.135
H 5.720 -9.722 -6.422
H 6.428 -8.055 -8.444
H 7.723 -5.965 -7.274
N 1.395 2.046 -5.389
C 2.451 2.091 -6.261
C 3.391 1.177 -5.839
C 2.881 0.555 -4.675
C 1.646 1.109 -4.421
H 0.560 2.615 -5.451
H 2.444 2.769 -7.105
H 4.340 0.979 -6.319
H 3.362 -0.214 -4.085
H 0.926 0.917 -3.636
N -2.406 8.184 1.049
C -1.609 7.415 1.855
C -2.398 6.881 2.849
C -3.719 7.340 2.631
C -3.695 8.141 1.511
H -2.092 8.703 0.238
H -0.550 7.314 1.654
H -2.059 6.230 3.645
H -4.593 7.111 3.227
H -4.483 8.683 1.006
N -5.267 5.011 5.903
C -5.717 6.202 6.409
C -7.086 6.123 6.531
C -7.475 4.836 6.089
C -6.332 4.169 5.710
H -4.301 4.787 5.704
H -5.026 7.003 6.637
H -7.735 6.907 6.901
H -8.481 4.438 6.052
H -6.185 3.172 5.318
N -0.404 1.211 -8.387
C -1.024 0.028 -8.078
C -1.469 -0.539 -9.252
C -1.099 0.330 -10.306
C -0.441 1.401 -9.744
H 0.015 1.844 -7.719
H -1.096 -0.308 -7.053
H -2.001 -1.477 -9.339
H -1.292 0.190 -11.362
H 0.002 2.280 -10.192



| no. | calculated total energy (Ha) |
| --- | --- |
| 1 | -2213.89044 |
| 2 | -735.24466 |
| 3 | -7756.81275 |
| 4 | -3418.60699 |